1.
C41H84ClF4IN5O15PS7 | ωB97M-V/def2-TZVPD

Output
HOMO-LUMO gap ... 8.53 eV
2S+1 ... 1
SMILES ... CC[C@@H](I)[C@](CCCCl)(O[C@H]([C@@H](C)F)[C@@](C)(S)N(CCC(F)(F)F)CC(N)(N)N)P(=N)(O)O.O=S1(=O)CCCC1.O=S1(=O)CCCC1.O=S1(=O)CCCC1.O=S1(=O)CCCC1.O=S1(=O)CCCC1.O=S1(=O)CCCC1
DFT total energy ... -7301.05488 hartree

Structure (XYZ):
```
159
C41H84ClF4IN5O15PS7 | the Open Molecules 2025 dataset | ωB97M-V/def2-TZVPD
C -7.96 -2.32 -1.83
C -6.76 -1.36 -1.77
C -5.68 -1.72 -0.74
I -5.15 -3.77 -1.02
C -4.45 -0.78 -0.89
C -4.92 0.68 -0.54
C -4.81 1.73 -1.64
C -5.77 1.63 -2.80
Cl -7.42 2.15 -2.34
O -4.04 -0.85 -2.24
C -2.72 -1.09 -2.69
C -1.91 0.20 -2.54
C -0.39 0.05 -2.51
F -2.30 1.16 -3.48
C -2.85 -1.70 -4.14
C -4.11 -1.12 -4.80
S -1.55 -1.14 -5.36
N -2.90 -3.18 -4.04
C -3.40 -3.83 -5.25
C -4.91 -4.14 -5.25
C -5.30 -5.59 -5.10
F -6.53 -5.81 -5.69
F -5.42 -6.01 -3.79
F -4.42 -6.45 -5.70
C -1.58 -3.68 -3.70
C -1.43 -5.08 -3.03
N -0.61 -5.90 -3.91
N -2.68 -5.79 -2.81
N -0.72 -4.80 -1.76
P -3.22 -1.14 0.47
N -3.82 -1.14 1.91
O -2.03 -0.06 0.37
O -2.39 -2.46 0.14
H -7.78 -3.06 -2.60
H -8.82 -1.73 -2.14
H -8.19 -2.77 -0.87
H -7.16 -0.38 -1.52
H -6.29 -1.36 -2.75
H -6.10 -1.63 0.26
H -4.34 1.06 0.30
H -5.95 0.66 -0.16
H -3.81 1.81 -2.05
H -5.01 2.70 -1.16
H -5.83 0.64 -3.23
H -5.46 2.31 -3.59
H -2.19 -1.84 -2.10
H -2.21 0.60 -1.58
H -0.12 -1.00 -2.40
H 0.02 0.40 -3.45
H 0.05 0.61 -1.69
H -5.00 -1.61 -4.44
H -4.06 -1.28 -5.88
H -4.15 -0.05 -4.65
H -0.43 -1.45 -4.70
H -3.18 -3.24 -6.14
H -2.85 -4.76 -5.38
H -5.33 -3.84 -6.20
H -5.45 -3.58 -4.49
H -1.10 -2.97 -3.02
H -0.93 -3.72 -4.58
H 0.23 -5.38 -4.15
H -0.28 -6.71 -3.41
H -2.72 -6.59 -3.42
H -2.68 -6.15 -1.87
H -1.36 -4.36 -1.11
H -0.34 -5.65 -1.37
H -4.82 -1.00 1.97
H -2.30 0.63 0.98
H -2.40 -3.00 0.94
O 3.42 2.41 0.96
S 2.00 2.33 0.73
O 1.48 1.85 -0.53
C 1.26 1.41 2.08
C 0.96 2.47 3.13
C 0.36 3.66 2.36
C 1.26 3.91 1.14
H 1.97 0.65 2.42
H 0.36 0.93 1.69
H 0.27 2.09 3.88
H 1.88 2.77 3.63
H -0.65 3.41 2.02
H 0.29 4.55 2.98
H 0.72 4.28 0.27
H 2.08 4.59 1.38
O 3.60 -4.99 -3.00
S 3.22 -4.65 -1.65
O 2.57 -5.63 -0.81
C 4.63 -3.97 -0.80
C 4.56 -2.47 -1.10
C 3.08 -2.08 -0.94
C 2.25 -3.14 -1.69
H 5.54 -4.45 -1.17
H 4.51 -4.17 0.26
H 5.20 -1.90 -0.43
H 4.89 -2.28 -2.12
H 2.81 -2.09 0.12
H 2.88 -1.09 -1.32
H 1.29 -3.34 -1.23
H 2.11 -2.87 -2.73
O 4.46 2.42 4.29
S 5.50 1.42 4.31
O 5.31 0.18 5.02
C 6.02 1.08 2.63
C 7.12 2.10 2.37
C 7.98 2.12 3.64
C 7.03 2.19 4.83
H 5.17 1.18 1.96
H 6.40 0.06 2.61
H 7.71 1.84 1.49
H 6.67 3.08 2.20
H 8.58 1.21 3.69
H 8.66 2.97 3.68
H 7.41 1.66 5.70
H 6.81 3.23 5.10
O 5.35 5.63 5.88
S 5.75 5.27 7.22
O 7.15 5.15 7.56
C 4.93 6.36 8.37
C 3.61 5.66 8.68
C 3.96 4.17 8.87
C 4.88 3.77 7.70
H 4.82 7.34 7.91
H 5.56 6.43 9.26
H 3.14 6.08 9.57
H 2.93 5.78 7.84
H 4.49 4.04 9.82
H 3.07 3.55 8.89
H 5.61 3.02 7.99
H 4.31 3.42 6.84
O 12.55 5.01 4.92
S 11.12 5.18 4.83
O 10.33 4.28 4.02
C 10.42 5.28 6.47
C 10.47 6.77 6.81
C 10.01 7.50 5.54
C 10.76 6.88 4.35
H 11.01 4.65 7.14
H 9.40 4.92 6.42
H 9.84 6.99 7.66
H 11.49 7.06 7.06
H 8.93 7.35 5.41
H 10.19 8.57 5.60
H 10.17 6.86 3.44
H 11.71 7.37 4.17
O -7.66 -2.47 -5.01
S -8.95 -2.09 -5.53
O -9.32 -0.70 -5.61
C -9.18 -2.88 -7.12
C -9.82 -4.22 -6.78
C -10.88 -3.92 -5.71
C -10.23 -3.01 -4.66
H -8.21 -2.96 -7.61
H -9.84 -2.25 -7.70
H -10.25 -4.69 -7.66
H -9.07 -4.90 -6.37
H -11.73 -3.41 -6.17
H -11.26 -4.83 -5.25
H -10.93 -2.30 -4.22
H -9.74 -3.58 -3.87
```

Here are the Löwdin charges for atoms 1 to 2, given in e:
1 C -0.1425
2 C -0.3098

2.
C41H87Br2N9O | ωB97M-V/def2-TZVPD

Output
Charge ... +3
HOMO-LUMO gap (alpha / beta) ... 2.84 / 6.86 eV
2S+1 ... 2
⟨S²⟩ ... 0.75
DFT total energy ... -7329.29538 hartree

Structure (XYZ):
```
140
C41H87Br2N9O | the Open Molecules 2025 dataset | ωB97M-V/def2-TZVPD
C 6.27 -5.52 5.89
C 5.29 -6.67 5.55
N 4.01 -6.14 5.70
C 3.15 -6.41 6.74
C 2.00 -5.58 6.50
N 2.18 -4.79 5.43
C 3.44 -5.11 4.96
C 1.34 -3.84 4.84
H 7.21 -6.08 5.87
H 6.19 -4.93 6.81
H 6.40 -4.79 5.09
H 5.37 -7.52 6.24
H 5.46 -7.06 4.55
H 3.50 -7.03 7.55
H 1.12 -5.36 7.08
H 3.89 -4.66 4.09
H 1.55 -2.88 5.31
H 0.32 -4.15 5.03
H 1.36 -3.75 3.75
C -0.96 3.35 2.41
C 0.16 4.47 2.79
N 1.07 4.08 3.80
C 0.74 3.85 5.10
C 1.81 3.42 5.85
N 2.86 3.32 4.94
C 2.34 3.64 3.72
C 4.24 3.14 5.26
H -0.54 2.34 2.37
H -1.16 3.61 1.37
H -1.91 3.32 2.95
H -0.25 5.44 3.08
H 0.60 4.79 1.84
H -0.31 3.96 5.34
H 1.90 3.32 6.92
H 3.03 3.76 2.90
H 4.59 2.54 4.42
H 4.31 2.43 6.08
H 4.74 4.10 5.34
C 3.02 -4.96 -3.92
C 3.28 -3.64 -3.19
N 4.28 -3.88 -2.19
C 5.58 -4.20 -2.40
C 6.27 -4.09 -1.21
N 5.38 -3.76 -0.14
C 4.15 -3.60 -0.82
C 5.72 -3.69 1.26
H 3.84 -5.14 -4.62
H 2.08 -5.04 -4.48
H 2.87 -5.77 -3.21
H 2.38 -3.11 -2.89
H 3.66 -3.04 -4.02
H 5.91 -4.48 -3.39
H 7.26 -4.29 -0.81
H 3.15 -3.54 -0.42
H 5.05 -4.39 1.75
H 5.52 -2.68 1.63
H 6.74 -4.01 1.46
C 0.02 -2.51 -5.10
C -1.06 -1.98 -4.09
C -1.61 -0.63 -4.45
C -0.62 0.52 -4.52
N -1.22 1.95 -4.76
C -0.07 3.03 -4.74
C 0.19 3.39 -6.24
C -0.58 2.49 -7.11
C -1.78 2.03 -6.23
C -2.24 2.25 -3.81
H 0.29 -3.55 -4.93
H 0.90 -1.87 -5.15
H -0.27 -2.52 -6.15
H -0.74 -1.96 -3.05
H -2.01 -2.50 -4.16
H -2.50 -0.42 -3.84
H -1.92 -0.67 -5.49
H 0.18 0.40 -5.25
H -0.03 0.57 -3.61
H -0.48 3.89 -4.22
H 0.86 2.70 -4.28
H -0.05 4.39 -6.59
H 1.26 3.36 -6.46
H -0.92 3.04 -7.98
H 0.15 1.73 -7.39
H -2.63 2.70 -6.37
H -2.09 1.07 -6.63
H -2.54 3.28 -4.02
H -1.86 2.30 -2.79
H -3.08 1.57 -3.90
C -8.71 6.47 -1.93
C -8.40 5.53 -0.79
C -7.21 4.52 -1.15
C -6.95 3.50 -0.03
N -5.90 2.41 -0.47
C -4.43 3.01 -0.49
C -3.53 1.89 -0.06
C -4.24 1.32 1.06
C -5.71 1.50 0.76
C -6.14 1.65 -1.80
H -9.72 6.39 -2.32
H -8.04 6.55 -2.79
H -8.61 7.55 -1.79
H -9.30 4.93 -0.85
H -8.51 6.08 0.14
H -6.31 5.10 -1.39
H -7.37 4.03 -2.11
H -7.95 3.07 -0.04
H -6.74 3.96 0.94
H -4.20 3.27 -1.52
H -4.46 3.85 0.20
H -3.32 1.16 -0.84
H -2.60 2.20 0.41
H -3.93 0.29 1.26
H -4.04 1.80 2.02
H -6.14 0.56 0.40
H -6.32 1.85 1.59
H -6.02 2.35 -2.62
H -7.16 1.27 -1.81
H -5.50 0.82 -2.08
C 0.90 -1.57 -0.42
N 0.63 -0.31 0.37
C -0.06 0.79 -0.46
C -0.32 -0.65 1.59
C 1.96 0.30 0.94
C 3.07 -0.67 1.26
O 2.58 -1.52 2.19
H 1.74 -1.36 -1.08
H 0.00 -1.92 -0.94
H 1.18 -2.31 0.33
H -0.20 1.63 0.22
H -1.02 0.32 -0.66
H 0.58 1.00 -1.31
H -1.30 -0.64 1.10
H -0.20 0.15 2.32
H -0.01 -1.63 1.97
H 1.91 1.02 1.76
H 2.28 0.99 0.16
H 3.84 -0.09 1.76
H 3.56 -1.17 0.43
H 3.24 -1.86 2.81
Br 4.93 -1.66 4.65
Br 1.17 -5.06 0.56
```

Here are the Löwdin charges for atoms 1 to 2, given in e:
1 C -0.0498
2 C -0.1731